(1)
This record from the Open Molecules 2025 dataset describes a 10-piece molecular cluster, C54H129N7O3 overall. The level of theory is ωB97M-V/def2-TZVPD.

Values from the calculation:
orbital gap	0.314	Eh
E_HOMO	-0.293	hartree
ΔE to the lowest compared entry with this formula, charge and spin	41.38	kcal per mole

Geometry as XYZ:
```
193
Properties=species:S:1:pos:R:3:forces:R:3:mulliken_charge:R:1
C 13.714 13.569 -0.180 0.3 -0.6 -0.1 -1.149
C 13.501 12.062 -0.338 0.3 0.3 -0.1 -0.019
N 12.147 11.624 -0.061 -0.1 -0.1 0.0 -0.021
C 12.006 10.176 -0.211 0.1 0.3 0.3 -0.098
C 12.863 9.392 0.787 -0.5 0.0 -0.2 -1.394
C 11.177 12.336 -0.895 -0.3 0.0 0.4 -1.454
C 11.446 12.306 -2.395 0.2 0.9 -0.3 0.090
H 13.448 13.913 0.819 -0.2 0.0 0.0 0.522
H 13.175 14.123 -0.944 0.0 0.2 0.1 0.156
H 14.783 13.751 -0.306 -0.1 0.2 -0.1 0.220
H 13.795 11.762 -1.365 0.1 0.0 0.1 0.054
H 14.203 11.560 0.330 -0.2 -0.1 0.1 0.416
H 10.947 9.967 -0.045 0.0 -0.2 0.0 0.463
H 12.259 9.861 -1.239 0.0 -0.1 0.1 0.085
H 13.912 9.407 0.499 0.0 -0.1 0.1 0.247
H 12.759 9.794 1.795 0.0 0.2 0.0 0.339
H 12.504 8.362 0.828 0.2 -0.1 -0.1 0.444
H 11.138 13.371 -0.548 0.1 0.0 -0.1 0.435
H 10.184 11.951 -0.647 0.1 -0.2 -0.1 0.487
H 12.176 13.086 -2.644 0.1 -0.2 0.0 -0.272
H 10.577 12.613 -2.980 -0.2 -0.4 0.1 0.507
H 11.848 11.367 -2.771 -0.2 -0.1 0.0 0.149
C 19.573 17.250 -7.973 0.4 -0.6 0.0 0.278
C 20.755 18.194 -7.843 -0.3 0.3 0.2 -0.199
N 21.631 18.140 -9.012 0.4 0.9 -0.2 0.021
C 21.002 18.751 -10.196 -0.2 -0.1 0.0 -0.596
C 20.656 20.252 -10.139 -0.5 -0.5 0.5 -1.056
C 22.886 18.866 -8.759 0.0 0.1 0.7 -0.503
C 23.742 18.246 -7.664 -0.2 -0.5 -0.1 -1.357
H 19.922 16.221 -8.093 0.0 0.0 0.1 0.080
H 18.948 17.450 -8.845 1.1 0.1 0.3 0.004
H 18.899 17.299 -7.112 0.6 -0.1 -0.1 -0.745
H 20.366 19.206 -7.604 0.2 0.0 -0.4 0.132
H 21.341 17.956 -6.961 0.0 -0.3 0.0 0.014
H 21.659 18.584 -11.052 0.0 -0.1 0.1 0.464
H 20.087 18.191 -10.387 0.0 0.0 -0.2 0.331
H 20.097 20.485 -9.226 0.2 0.0 0.0 0.248
H 21.531 20.894 -10.176 0.0 0.1 -0.2 0.326
H 19.952 20.464 -10.943 0.3 0.2 -0.2 0.400
H 22.641 19.893 -8.444 0.2 0.1 -0.2 0.332
H 23.495 18.916 -9.662 -0.3 0.0 -0.3 0.510
H 24.772 18.599 -7.696 0.0 0.2 0.0 0.501
H 23.764 17.161 -7.795 0.0 0.0 0.0 0.308
H 23.327 18.455 -6.681 0.2 0.1 0.1 0.293
C 15.901 16.306 -0.274 -0.4 -0.3 -0.7 -1.146
C 16.909 17.439 -0.214 -0.4 0.2 0.2 -0.796
N 18.254 16.971 0.057 0.1 0.2 -0.6 0.701
C 19.259 17.991 -0.197 0.2 0.2 0.2 -0.987
C 19.446 18.400 -1.651 0.1 -0.4 0.2 -0.977
C 18.397 16.355 1.361 0.3 0.1 0.1 -0.632
C 18.027 17.221 2.554 -0.7 0.1 0.6 -1.150
H 15.016 16.581 -0.857 0.1 0.3 0.2 0.345
H 15.518 15.931 0.676 0.3 0.1 0.1 0.427
H 16.338 15.481 -0.846 0.1 -0.1 0.3 0.278
H 16.890 17.942 -1.180 0.2 -0.1 -0.1 0.178
H 16.598 18.210 0.516 0.0 -0.1 0.0 0.467
H 19.106 18.924 0.383 -0.2 -0.2 0.1 0.322
H 20.222 17.592 0.133 -0.1 0.0 0.1 0.519
H 20.226 19.162 -1.616 -0.1 0.1 -0.5 0.508
H 19.785 17.559 -2.258 0.1 0.0 0.1 -0.226
H 18.538 18.771 -2.120 0.0 0.3 0.1 0.409
H 19.449 16.073 1.436 0.0 -0.3 0.1 0.359
H 17.780 15.458 1.396 0.1 -0.2 -0.1 0.391
H 18.352 16.758 3.489 0.2 0.0 -0.1 0.433
H 16.939 17.306 2.657 0.1 0.0 -0.1 0.273
H 18.402 18.244 2.518 0.3 -0.1 -0.1 0.253
C 12.464 11.507 -6.511 -0.1 -0.1 0.4 -0.695
C 11.632 12.726 -6.080 0.7 -0.2 -0.7 -0.277
N 11.780 13.881 -6.957 -0.2 0.5 -0.1 0.157
C 11.467 13.636 -8.360 0.1 -0.6 0.8 0.219
C 10.050 13.088 -8.547 0.7 0.4 -0.6 -1.592
C 13.012 14.626 -6.702 -0.7 0.5 1.2 0.727
C 13.117 15.906 -7.521 0.0 -0.3 -0.6 -1.391
H 13.501 11.792 -6.694 0.0 -0.1 -0.1 0.018
H 12.051 11.018 -7.394 0.1 0.1 -0.1 0.231
H 12.478 10.760 -5.711 0.0 0.0 0.0 0.426
H 10.581 12.444 -6.060 -0.1 0.1 0.4 0.538
H 12.006 13.026 -5.100 -0.4 0.1 0.2 -0.475
H 11.547 14.579 -8.892 0.1 0.0 -0.2 0.545
H 12.204 12.911 -8.745 -0.1 0.2 -0.5 -0.227
H 9.326 13.804 -8.166 -0.1 -0.2 0.2 0.344
H 9.892 12.997 -9.625 -0.2 -0.1 0.1 0.471
H 9.940 12.103 -8.104 -0.2 0.0 0.1 0.303
H 13.929 14.017 -6.656 0.0 0.1 -0.6 -0.003
H 12.873 14.970 -5.664 0.3 -0.1 -0.1 -0.305
H 12.113 16.313 -7.659 0.0 0.1 0.2 0.446
H 13.507 15.746 -8.531 0.1 0.0 0.1 0.315
H 13.732 16.661 -7.034 0.1 -0.1 0.1 0.110
C 22.236 15.924 -5.251 0.2 -0.6 -0.9 -0.268
C 22.308 15.980 -3.753 -0.4 0.7 0.5 0.517
N 22.376 14.678 -3.111 0.2 0.2 -0.3 0.069
C 22.754 14.803 -1.715 -0.8 -0.2 0.6 -1.141
C 21.726 15.597 -0.886 0.3 0.8 -0.1 -0.478
C 21.112 13.956 -3.256 -0.4 -0.6 0.1 0.535
C 21.203 12.821 -4.285 1.2 0.2 0.3 -1.078
H 22.556 16.843 -5.730 -0.2 0.2 0.2 -0.581
H 21.240 15.671 -5.628 0.0 0.1 0.1 -0.223
H 22.891 15.151 -5.666 0.1 0.0 0.2 0.416
H 23.138 16.613 -3.423 0.3 -0.4 -0.1 0.623
H 21.417 16.529 -3.386 0.1 0.0 -0.1 -0.401
H 22.862 13.793 -1.310 0.1 0.0 0.0 0.444
H 23.713 15.310 -1.597 0.1 -0.2 -0.3 0.444
H 21.783 15.377 0.180 0.0 0.0 0.0 0.434
H 21.956 16.660 -1.029 0.0 0.0 0.3 0.308
H 20.687 15.515 -1.215 0.1 -0.4 0.0 0.034
H 20.273 14.626 -3.497 0.5 -0.1 0.0 -0.957
H 20.830 13.536 -2.284 0.1 -0.1 -0.1 0.467
H 20.247 12.338 -4.471 0.6 -0.2 0.0 0.142
H 21.962 12.109 -3.951 -0.3 -0.2 0.2 0.453
H 21.657 13.226 -5.192 -0.5 0.0 -0.3 0.181
C 18.355 16.082 -4.109 0.5 0.0 -0.5 0.083
C 17.269 15.416 -4.962 -0.3 0.6 0.2 -0.300
N 17.041 14.003 -4.753 0.4 -0.1 -0.4 1.300
C 16.408 13.682 -3.502 0.4 -0.9 0.9 1.124
C 14.913 13.855 -3.576 -0.4 0.1 -0.2 1.216
C 18.212 13.174 -5.078 -0.8 1.0 -0.1 1.938
C 18.443 13.100 -6.579 0.2 -0.8 -0.2 -1.233
H 18.245 17.168 -4.149 -0.1 0.0 0.1 0.705
H 19.345 15.867 -4.529 -0.2 0.1 0.1 -1.102
H 18.370 15.772 -3.063 -0.2 0.0 0.0 0.356
H 16.342 15.968 -4.770 -0.1 -0.3 0.0 -0.987
H 17.490 15.597 -6.016 0.0 -0.1 0.0 0.532
H 16.642 12.636 -3.273 -0.2 0.0 -0.3 -1.249
H 16.832 14.173 -2.606 -0.1 0.4 -0.3 -0.007
H 14.349 13.304 -2.825 0.3 0.1 0.3 -0.673
H 14.662 14.910 -3.488 -0.3 0.0 -0.1 -0.554
H 14.574 13.467 -4.538 0.0 0.2 -0.1 -0.065
H 17.965 12.169 -4.735 0.3 -0.1 0.1 0.356
H 19.110 13.546 -4.561 -0.7 -0.1 -0.3 -2.004
H 19.217 12.345 -6.766 0.1 0.3 -0.1 0.640
H 18.738 14.022 -7.081 0.0 0.1 0.2 0.115
H 17.562 12.701 -7.087 -0.2 0.2 0.2 -0.133
C 13.415 9.216 -11.028 0.1 0.8 0.3 -1.418
C 13.995 9.316 -9.617 -0.5 0.4 -0.1 0.234
N 15.292 9.972 -9.615 0.2 0.1 0.1 0.420
C 15.179 11.421 -9.629 0.3 0.4 -0.5 0.361
C 16.499 12.084 -10.070 -0.4 0.3 0.0 -1.273
C 16.138 9.481 -8.537 0.0 -0.6 0.0 -0.252
C 16.725 8.113 -8.894 -0.2 0.0 0.4 -1.637
H 12.440 8.732 -11.017 0.1 -0.3 -0.1 0.427
H 14.141 8.764 -11.700 -0.2 -0.3 0.0 0.336
H 13.235 10.227 -11.406 0.0 -0.1 0.0 0.290
H 13.297 9.903 -8.992 0.0 -0.2 0.0 -0.348
H 14.066 8.329 -9.164 0.1 0.0 0.0 0.490
H 14.430 11.722 -10.365 -0.1 -0.3 0.0 0.287
H 14.828 11.856 -8.675 0.1 -0.2 0.1 -0.267
H 17.055 12.485 -9.225 0.2 -0.1 -0.1 0.139
H 17.102 11.386 -10.647 0.1 -0.1 0.2 0.325
H 16.294 12.922 -10.742 0.0 0.1 0.1 0.431
H 15.566 9.402 -7.598 0.2 0.1 0.1 0.362
H 16.987 10.141 -8.354 -0.2 0.3 -0.1 0.148
H 15.987 7.313 -8.824 0.0 0.0 -0.1 0.338
H 17.519 7.859 -8.188 0.1 0.0 -0.1 0.414
H 17.105 8.141 -9.914 0.2 0.0 0.0 0.365
C 18.039 8.942 -3.632 -0.3 0.3 0.3 -0.474
C 16.877 9.667 -2.888 1.0 0.0 -0.7 -0.081
C 15.663 9.389 -3.787 -0.3 -0.2 0.2 0.098
O 16.106 8.587 -4.882 0.0 0.4 -0.3 -0.395
C 17.292 7.939 -4.485 0.0 -0.8 0.4 -0.577
H 18.734 8.496 -2.923 0.1 -0.1 -0.1 0.408
H 18.571 9.668 -4.249 0.1 -0.1 -0.1 0.022
H 17.124 10.726 -2.889 -0.2 0.1 0.3 -0.318
H 16.844 9.312 -1.862 -0.5 0.0 0.0 0.462
H 15.231 10.302 -4.202 0.0 0.0 0.0 -0.171
H 14.866 8.852 -3.256 0.1 0.1 0.1 0.280
H 17.839 7.557 -5.345 -0.1 0.3 -0.2 0.375
H 17.023 7.046 -3.893 0.1 0.1 0.1 0.230
C 16.543 18.127 -7.268 -0.8 0.6 0.8 1.572
C 16.600 17.819 -8.769 0.1 0.1 0.0 0.227
C 16.055 19.098 -9.413 -0.2 0.0 -0.3 -0.627
O 15.240 19.710 -8.425 -0.1 0.1 -0.3 -0.443
C 15.935 19.553 -7.215 0.3 -0.3 0.5 -0.497
H 17.477 18.092 -6.705 -0.2 0.1 -0.4 -0.011
H 15.861 17.472 -6.721 0.0 -0.2 -0.3 -1.171
H 15.967 16.976 -9.036 0.0 -0.1 0.1 0.326
H 17.623 17.594 -9.076 -1.2 0.2 -0.3 -0.193
H 15.436 18.898 -10.287 -0.1 0.0 0.0 0.354
H 16.839 19.797 -9.733 0.2 -0.1 0.2 0.258
H 15.234 19.676 -6.391 -0.1 0.0 0.0 0.061
H 16.722 20.310 -7.080 0.0 0.0 -0.3 0.364
C 12.236 19.594 -3.175 -0.7 0.0 0.2 -0.833
C 13.385 19.002 -3.979 -0.2 -0.1 0.2 -0.211
C 13.530 17.651 -3.288 0.2 -0.4 -0.2 1.053
O 13.281 17.883 -1.903 -0.3 -0.2 0.0 -0.339
C 12.581 19.108 -1.766 0.7 1.5 -0.1 -0.553
H 11.274 19.208 -3.530 0.1 -0.2 0.1 0.287
H 12.127 20.679 -3.205 0.3 0.0 -0.1 0.378
H 14.299 19.578 -3.817 0.0 0.1 -0.1 0.248
H 13.153 18.938 -5.040 0.2 -0.1 0.0 0.313
H 14.526 17.213 -3.397 0.1 0.1 0.1 -0.910
H 12.832 16.890 -3.666 -0.1 0.2 -0.1 -0.140
H 13.286 19.864 -1.373 0.0 -0.3 0.1 0.288
H 11.766 19.102 -1.043 -0.2 -0.6 -0.2 0.340
```
Positions in Å, forces in eV/Å.



(2)
This record from the Open Molecules 2025 dataset describes a 2-piece molecular cluster, C7H20OSi2 overall. The level of theory is ωB97M-V/def2-TZVPD.

Values from the calculation:
orbital gap (alpha / beta)	0.302 / 0.293	Eh
E_HOMO (alpha / beta)	-0.281 / -0.281	hartree
ΔE to the lowest compared entry with this formula, charge and spin	156.71	kcal per mole

Geometry as XYZ:
```
30
Properties=species:S:1:pos:R:3:forces:R:3:nbo_charge:R:1
C 2.129 0.331 -0.653 -0.7 1.2 2.2 -0.102
C -0.075 1.424 -2.662 -1.2 -1.0 0.5 -1.104
C 0.587 -0.658 -4.520 0.3 -3.5 -0.6 -1.129
C -1.966 -0.219 2.856 0.4 0.2 -1.1 -1.087
C 0.834 1.219 3.473 1.7 -3.4 -0.6 -1.054
C 0.852 -2.134 3.445 -0.8 0.6 0.0 -1.073
C 0.514 -0.429 0.940 0.8 -0.5 0.0 -0.372
O 1.367 0.466 0.425 0.0 0.9 0.4 -0.385
Si -0.657 -0.344 -3.136 1.4 0.1 0.6 1.119
Si 0.003 -0.475 2.741 -0.3 1.4 1.3 1.472
H -2.016 -0.457 -3.749 0.1 0.1 0.4 -0.171
H 1.970 -0.568 -1.136 0.3 -1.6 -1.5 0.156
H 2.762 1.186 -0.827 0.0 -0.3 -0.3 0.186
H -0.728 1.988 -3.396 1.1 0.1 1.0 0.237
H -0.413 1.530 -1.577 0.7 0.6 -1.5 0.242
H 1.054 1.483 -2.831 -1.9 0.2 0.3 0.249
H 1.577 -0.907 -4.047 -0.6 0.7 -0.5 0.234
H 0.322 -1.698 -4.959 0.3 1.3 0.5 0.230
H 0.691 -0.058 -5.445 -0.1 0.3 1.0 0.254
H -2.136 0.857 3.152 0.1 -1.2 -0.1 0.238
H -2.273 -0.279 1.775 0.2 0.1 0.9 0.237
H -2.665 -0.910 3.378 0.8 0.5 0.0 0.240
H 1.130 1.285 4.512 -0.9 0.0 0.6 0.233
H 1.882 1.008 3.096 -0.9 0.9 -0.4 0.224
H 0.390 2.109 3.093 -0.1 0.6 -0.4 0.232
H 0.841 -2.132 4.580 0.1 -0.1 -1.4 0.241
H 0.345 -3.075 3.074 0.5 1.1 0.4 0.240
H 1.893 -2.118 3.041 -0.7 -0.1 0.5 0.236
H 0.726 -1.406 0.524 -0.4 -0.5 -0.4 0.148
H -0.510 -1.354 -1.848 -0.2 1.1 -1.8 -0.170
```
Positions in Å, forces in eV/Å.



(3)
This record from the Open Molecules 2025 dataset describes a 2-piece molecular cluster, C4H11N2 overall. The level of theory is ωB97M-V/def2-TZVPD.

Values from the calculation:
orbital gap	0.361	Eh
E_HOMO	-0.532	hartree
net charge	+1
ΔE to the lowest compared entry with this formula, charge and spin	140.67	kcal per mole

Geometry as XYZ:
```
17
Properties=species:S:1:pos:R:3:forces:R:3:nbo_charge:R:1
C 0.183 0.230 -1.423 1.0 1.2 -2.3 -0.048
C 0.788 -0.563 -0.318 -1.5 1.7 -2.8 0.519
C -0.865 1.274 -1.071 2.1 0.7 -0.9 -0.659
C 0.226 -1.741 0.289 -1.2 -1.4 1.5 -0.725
N -0.359 0.377 1.784 0.5 5.6 0.3 -1.133
N 1.509 0.430 -0.727 1.2 -2.6 1.7 -0.459
H 0.383 0.080 -2.551 -0.7 -0.8 2.0 0.245
H -0.218 2.238 -1.262 -2.0 -1.3 0.7 0.249
H -1.063 1.040 -0.011 -0.6 1.1 -0.9 0.250
H -1.692 1.209 -1.807 0.3 0.2 0.8 0.255
H -0.924 -1.674 0.337 1.6 0.2 -0.6 0.264
H 0.508 -1.813 1.348 0.6 -0.8 -0.6 0.269
H 0.353 -2.651 -0.327 0.6 0.4 0.4 0.314
H -0.796 -0.473 1.577 -2.7 0.0 0.3 0.382
H 0.058 0.220 2.613 3.1 -2.0 3.4 0.371
H 2.550 0.444 -0.754 -0.9 0.8 -0.1 0.463
H -0.643 1.372 2.304 -1.2 -3.1 -2.9 0.443
```
Positions in Å, forces in eV/Å.